1.
{"formula": "C41H59CaN5O5P2Si2", "method": "wB97M-V/def2-TZVPD", "e_lumo_ev": [4.10, 4.10], "e_homo_ha": [-0.0197, -0.0118], "largest_force_ha_per_bohr": 0.0584, "total_charge": -2, "orbital_gap_ev": [4.634, 4.417], "de_lowest_kcal_mol": 0.0, "total_energy_ha": -4187.215826, "symbols": ["Ca", "O", "C", "O", "C", "C", "C", "C", "C", "N", "C", "O", "O", "H", "H", "H", "C", "Si", "C", "C", "C", "C", "C", "C", "C", "Si", "C", "C", "H", "H", "H", "H", "H", "H", "H", "H", "H", "H", "H", "H", "H", "H", "H", "H", "C", "P", "C", "N", "C", "C", "C", "C", "C", "C", "N", "C", "P", "C", "C", "C", "C", "C", "C", "C", "C", "C", "H", "H", "H", "H", "H", "H", "H", "H", "H", "H", "H", "H", "H", "H", "H", "H", "H", "H", "H", "H", "H", "H", "H", "H", "H", "H", "H", "H", "C", "N", "C", "C", "C", "N", "C", "C", "O", "H", "H", "H", "H", "H", "H", "H", "H", "H", "H", "H", "H"], "coordinates": [[12.8687, 11.7045, 12.1152], [11.8498, 9.3549, 8.6066], [12.1056, 9.8407, 9.7096], [12.9298, 10.7971, 10.0718], [11.3508, 9.2851, 10.9492], [10.8398, 7.9563, 10.8128], [10.1819, 7.3463, 11.8801], [10.1776, 7.9675, 13.1191], [10.7765, 9.2516, 13.2208], [11.3034, 9.9182, 12.1285], [10.8062, 9.9203, 14.4468], [10.3873, 9.4696, 15.4998], [11.5145, 11.1042, 14.4001], [10.9323, 7.4205, 9.8547], [9.7233, 6.3797, 11.7171], [9.7219, 7.5768, 14.0007], [12.7952, 12.7843, 16.1159], [11.1397, 12.4374, 15.3504], [9.7754, 12.0428, 16.6247], [10.6788, 14.0904, 14.5385], [9.3226, 14.4666, 14.7141], [8.8417, 15.7604, 14.5491], [9.7512, 16.7136, 14.0503], [11.1223, 16.3756, 13.9598], [11.6351, 15.0923, 14.1318], [13.4293, 14.4889, 13.4157], [14.7030, 15.3877, 14.5647], [13.3612, 15.7034, 11.9225], [12.8444, 13.3077, 17.0523], [13.3425, 13.3166, 15.3361], [13.2115, 11.7614, 16.0752], [10.1124, 11.1969, 17.2241], [8.8693, 11.8627, 15.9988], [9.5820, 12.9100, 17.2731], [8.6400, 13.7500, 15.0863], [7.8196, 15.9568, 14.7736], [9.3717, 17.6890, 13.8372], [11.7950, 17.2005, 13.6994], [14.8140, 16.4486, 14.3599], [15.6890, 14.9105, 14.4124], [14.5273, 15.2859, 15.6255], [13.3990, 16.6779, 12.2966], [12.5235, 15.4156, 11.2577], [14.2585, 15.6518, 11.2962], [15.3819, 10.5126, 15.0707], [15.2814, 10.2976, 13.2395], [17.0170, 10.6479, 12.6954], [17.9354, 10.3595, 13.6124], [19.1577, 10.8540, 13.3333], [20.1224, 10.8415, 14.3279], [21.3854, 11.3934, 14.1122], [21.7394, 11.8385, 12.8368], [20.7943, 11.8276, 11.7854], [19.4591, 11.4397, 12.0486], [18.5252, 11.5070, 11.0579], [17.2713, 11.2618, 11.4451], [15.9057, 11.7532, 10.3246], [16.0740, 13.5860, 10.2590], [16.4200, 11.0634, 8.6988], [15.2615, 11.4317, 7.6831], [17.7529, 11.6214, 8.1685], [16.4434, 9.5325, 8.7378], [15.1013, 8.4223, 13.0689], [13.7287, 7.9676, 13.4124], [15.4733, 8.0107, 11.6448], [16.0597, 7.7411, 14.0095], [16.2740, 10.0879, 15.4606], [14.5245, 10.0725, 15.5595], [15.3299, 11.6001, 15.3099], [19.8310, 10.5372, 15.3349], [22.1168, 11.4887, 14.9177], [22.7395, 12.2583, 12.7471], [21.0484, 12.2900, 10.8163], [15.9048, 13.9597, 11.2503], [15.2681, 13.9724, 9.6120], [17.0154, 13.9645, 9.8794], [15.1796, 12.4701, 7.7080], [14.2992, 10.9906, 7.9733], [15.6148, 11.1505, 6.6836], [17.6779, 12.6644, 8.1236], [17.8885, 11.3360, 7.1361], [18.6345, 11.3808, 8.7934], [15.5619, 9.0895, 9.1318], [17.3166, 9.1460, 9.3262], [16.5611, 9.1748, 7.6878], [13.0049, 8.2332, 12.6002], [13.3309, 8.4371, 14.3035], [13.7229, 6.8972, 13.4863], [14.7878, 8.3339, 10.8502], [15.4434, 6.9562, 11.5310], [16.4879, 8.3698, 11.4093], [15.7580, 7.6716, 15.0257], [17.0741, 8.1163, 14.0794], [16.2117, 6.6894, 13.7620], [11.4749, 13.9244, 8.2906], [10.3276, 13.1751, 8.8768], [9.3302, 12.6998, 7.9601], [8.9089, 11.3055, 8.2280], [8.4601, 11.2266, 9.6966], [9.1726, 12.0981, 10.5589], [8.8913, 11.8993, 11.9856], [10.2726, 12.8333, 10.1498], [11.1535, 13.2220, 10.9704], [11.0879, 14.8441, 7.8395], [12.0162, 13.2703, 7.6077], [12.1431, 14.1605, 9.0703], [9.7487, 12.6581, 6.9299], [8.4484, 13.4162, 7.9739], [9.7834, 10.5923, 8.0690], [8.1672, 11.0355, 7.5363], [8.5272, 10.1918, 10.0949], [7.4131, 11.4425, 9.7879], [7.8998, 12.2114, 12.1984], [9.5300, 12.6464, 12.4076], [9.2136, 10.8595, 12.3261]], "forces_ev_per_a": [[0.085, 0.583, -0.001], [0.544, 0.604, 0.234], [0.294, 1.536, 1.895], [-1.426, -1.659, -1.779], [-0.639, -2.670, -0.047], [0.480, 1.176, -1.247], [-0.038, 0.197, 1.467], [0.071, 0.043, -1.457], [-0.327, 0.080, -0.757], [0.465, -0.333, -1.358], [0.472, -0.598, -0.366], [-0.457, -0.125, 1.201], [-0.193, 1.024, -0.213], [-0.014, 0.601, 0.504], [-0.039, -0.122, 0.210], [-0.224, -0.365, 0.353], [-0.122, -1.091, -0.909], [0.277, 1.085, 1.003], [0.161, 0.493, -0.933], [-0.632, 0.742, -0.191], [1.170, 0.485, 0.198], [1.748, -0.162, -1.110], [0.107, -1.354, 1.245], [-0.676, 0.913, -0.486], [-0.441, -1.434, 0.105], [-0.820, 0.631, -0.091], [0.611, -0.574, -0.319], [0.665, -1.889, -1.018], [0.076, -0.009, 0.498], [0.116, -0.010, 0.418], [0.221, 0.530, 0.831], [-0.469, -0.113, -0.233], [0.411, -0.398, 0.878], [0.118, -0.102, -0.274], [-0.663, -0.750, 0.292], [-0.665, 0.372, -0.106], [0.165, 0.710, -0.093], [-0.114, -0.357, -0.131], [-0.045, 0.291, -0.164], [-0.197, 0.257, -0.096], [-0.336, -0.102, 0.402], [-0.670, 1.856, 0.372], [0.119, 0.610, 0.504], [0.123, -0.315, 0.028], [-0.437, 1.094, -0.428], [-0.497, -0.048, -0.144], [-1.644, 0.369, -0.589], [-0.070, -0.052, 0.053], [0.562, 0.436, -0.530], [0.781, 0.579, 0.809], [0.109, -0.171, -0.397], [-0.451, 0.054, 0.074], [0.373, 0.659, 0.665], [0.954, -0.873, -0.175], [0.732, 0.727, 0.194], [-0.592, -0.537, 0.735], [-0.583, -0.468, 1.352], [-0.018, -0.220, -1.216], [-0.485, -0.146, -1.120], [1.197, -1.361, 0.800], [-0.011, -1.165, 0.432], [1.912, -0.088, -0.374], [1.252, 0.432, -0.169], [-1.676, 0.861, -1.281], [0.175, 1.098, -0.418], [1.406, -1.085, 0.182], [0.857, -0.280, 0.342], [-0.362, -0.299, -0.013], [0.238, -0.705, -0.292], [-0.011, -0.155, -0.327], [-0.250, -0.161, -0.120], [-0.150, -0.047, -0.448], [-0.266, -0.450, 0.475], [-0.095, 0.128, 0.570], [0.190, -0.089, 0.255], [0.367, 0.042, 0.003], [-0.424, 2.011, -0.192], [0.324, -0.062, -0.174], [-0.340, -0.170, 0.041], [-0.012, 1.835, 0.118], [0.185, -0.559, -0.505], [-0.689, -0.054, -0.390], [-0.857, -0.137, 0.296], [-0.647, 0.334, -0.433], [0.000, 0.134, 0.575], [0.650, -0.278, 0.594], [-0.010, -0.144, 0.458], [-0.130, -0.710, 0.305], [-0.001, 0.547, 0.466], [0.195, -1.331, 0.258], [-0.345, -0.197, -0.054], [-0.832, 0.392, 1.039], [0.135, 0.594, -0.432], [-0.262, -0.319, -0.476], [-1.380, -0.926, 0.257], [0.983, 0.498, -2.125], [-0.471, 1.222, -1.480], [1.902, -1.245, 1.964], [-0.454, -1.596, -0.825], [0.719, 0.413, 0.254], [2.145, -0.583, -0.864], [0.814, -0.161, 2.879], [-0.901, -0.555, -0.574], [0.199, -0.222, -0.180], [-0.168, 0.135, -0.319], [0.669, 0.402, 0.989], [-0.108, 0.656, 0.603], [0.708, -0.736, -0.174], [-0.873, 0.941, 0.228], [-1.296, -0.510, -0.715], [0.312, 0.272, -0.309], [-0.931, 0.398, -0.127], [-1.199, -0.237, 0.182], [0.442, 0.166, 1.023], [-0.846, 1.416, -0.337]], "mulliken_charge": [0.54, -0.85, 0.09, 0.03, -0.19, -0.95, -1.15, -1.37, -0.15, 2.77, 0.10, -0.81, 0.87, 0.37, 0.38, 0.57, 0.08, -0.09, -1.50, 0.62, -0.39, -0.94, -0.86, -0.29, 0.18, 1.52, -1.73, -1.51, 0.59, -1.06, -0.14, 0.42, 0.31, 0.35, 0.33, 0.41, 0.42, 0.19, 0.42, 0.27, 0.47, 0.59, -0.03, 0.37, -1.69, 1.23, -0.29, -0.25, 0.05, -0.47, -0.57, -0.46, -0.41, -0.10, -0.16, -0.48, 1.56, -1.72, 1.78, -1.93, -2.00, -1.81, 2.53, -2.16, -1.78, -2.14, 0.63, 0.36, 0.22, 0.36, 0.33, 0.31, 0.36, 0.32, 0.39, 0.55, 0.48, 0.09, 0.53, 0.46, 0.54, 0.25, 0.18, 0.24, 0.55, 0.24, 0.18, 0.62, -0.14, 0.61, 0.45, 0.41, 0.30, 0.51, -0.93, 0.19, -0.81, -0.52, -0.58, 0.27, -0.86, 0.14, -0.58, 0.35, 0.38, 0.12, 0.44, 0.22, 0.02, 0.53, 0.21, 0.51, 0.45, -0.01, 0.16]}

=====

2.
{"formula": "C4H3BrClF3S", "method": "wB97M-V/def2-TZVPD", "e_lumo_ev": -0.68, "e_homo_ha": -0.3358, "largest_force_ha_per_bohr": 0.0676, "orbital_gap_ev": 8.458, "total_energy_ha": -3886.152221, "smiles": "FC(F)(Br)[C@](F)(Cl)CC=S", "symbols": ["F", "C", "F", "Br", "C", "F", "Cl", "C", "C", "S", "H", "H", "H"], "coordinates": [[1.6982, -0.4834, -1.2406], [1.6640, 0.3844, -0.2474], [2.3555, 1.4927, -0.7365], [2.7150, -0.4187, 1.1084], [0.2490, 0.7771, -0.0506], [-0.1910, 1.2396, -1.3077], [0.2072, 2.1993, 1.1516], [-0.7623, -0.2929, 0.6298], [-1.6573, -1.0314, -0.3950], [-3.2469, -1.2808, -0.2132], [-1.4116, 0.2761, 1.3242], [-0.2644, -1.1059, 1.1237], [-1.3555, -1.7560, -1.1466]], "forces_ev_per_a": [[-0.387, -1.095, -1.203], [2.380, 1.243, -1.491], [-0.626, -0.817, 0.800], [-0.163, 0.149, 0.945], [-2.893, 1.090, 1.589], [0.343, -0.817, 1.966], [0.260, -0.851, -1.132], [-0.666, 0.974, -2.533], [-0.985, -0.788, 0.811], [0.101, 0.776, 0.360], [0.432, -0.556, -0.464], [0.747, -0.030, 0.502], [1.457, 0.722, -0.150]], "mulliken_charge": [-0.19, 0.33, -0.22, -0.05, 0.74, -0.27, -0.16, -0.78, -0.31, -0.20, 0.43, 0.34, 0.34]}

=====

3.
{"formula": "C2H9ClSi2", "method": "wB97M-V/def2-TZVPD", "e_lumo_ev": -0.40, "e_homo_ha": -0.3191, "largest_force_ha_per_bohr": 0.0887, "orbital_gap_ev": 8.280, "de_lowest_kcal_mol": 40.6, "total_energy_ha": -1120.723020, "symbols": ["C", "C", "Si", "Si", "Cl", "H", "H", "H", "H", "H", "H", "H", "H", "H"], "coordinates": [[-2.2529, -1.7345, 0.6625], [2.2447, 1.8640, -0.1274], [-1.6895, -0.2565, -0.4824], [2.0540, 0.1305, 0.7160], [3.6018, -0.7563, -0.3572], [-3.0202, -2.3571, 0.1725], [-1.3355, -2.4178, 0.7465], [-2.5632, -1.4249, 1.5743], [3.3829, 2.1687, 0.1162], [1.9896, 1.8949, -1.1689], [1.6736, 2.6904, 0.4742], [-0.4025, -0.8936, -0.9921], [-2.3315, 0.2693, -1.6851], [-1.3513, 0.8229, 0.3509]], "forces_ev_per_a": [[1.688, -1.408, -3.994], [1.287, 1.594, 3.269], [1.095, -2.648, 0.024], [-0.046, 0.822, -0.294], [0.158, -0.326, -0.140], [0.134, 0.277, 0.301], [-1.232, 1.141, 0.038], [-1.010, 0.896, 2.858], [-2.279, -0.754, -1.030], [0.184, 0.152, -0.576], [0.609, -1.533, -1.239], [-0.285, 0.613, -0.027], [-0.656, -0.150, -0.061], [0.352, 1.322, 0.872]], "mulliken_charge": [-0.95, -0.95, 0.54, 0.30, -0.25, 0.30, 0.26, 0.33, 0.29, 0.31, 0.29, -0.17, -0.14, -0.15]}

=====

4.
{"formula": "C2H4N2OS2", "method": "wB97M-V/def2-TZVPD", "e_lumo_ev": 0.29, "e_homo_ha": -0.2933, "largest_force_ha_per_bohr": 0.1624, "orbital_gap_ev": 8.267, "de_lowest_kcal_mol": 69.1, "total_energy_ha": -1059.633192, "symbols": ["C", "C", "H", "H", "H", "H", "N", "N", "O", "S", "S"], "coordinates": [[-0.6524, 0.1585, 0.3830], [1.3888, 0.2844, -0.7405], [-0.5149, -2.7070, 0.2795], [-0.8771, 1.7607, 1.3275], [1.7725, 0.0531, -1.7191], [2.0915, 0.3321, 0.0919], [-1.8151, -0.4567, 0.5820], [-0.1686, 1.3232, 0.7262], [0.2709, -0.5631, -0.4591], [-1.8956, -2.0863, 0.2688], [0.3999, 1.9011, -0.7401]], "forces_ev_per_a": [[-2.960, -7.586, -1.853], [-2.296, 1.273, 0.408], [-2.314, 1.622, -0.004], [0.678, 0.753, -0.581], [0.243, -0.006, -0.138], [0.120, -0.141, -0.226], [3.904, 2.868, 0.639], [-1.331, 1.255, 2.402], [0.283, 0.781, 1.319], [1.269, -2.275, -0.251], [2.405, 1.456, -1.715]], "mulliken_charge": [0.53, -0.31, 0.14, 0.33, 0.33, 0.25, -0.49, -0.23, -0.32, -0.15, -0.08]}

=====

5.
{"formula": "C7H10N2", "method": "wB97M-V/def2-TZVPD", "e_lumo_ev": -0.26, "e_homo_ha": -0.3152, "largest_force_ha_per_bohr": 0.1140, "orbital_gap_ev": 8.319, "de_lowest_kcal_mol": 266.6, "total_energy_ha": -381.827259, "symbols": ["C", "C", "C", "C", "C", "C", "C", "H", "H", "H", "H", "H", "H", "H", "H", "H", "H", "N", "N"], "coordinates": [[-2.0108, -1.3600, -1.2354], [-1.5330, -0.1733, -0.2526], [-1.0036, 1.2654, -0.7886], [0.0988, -0.3527, 0.3002], [2.0740, 1.5355, 1.1861], [2.5673, 0.1185, 1.1530], [2.8381, -1.0716, 1.4314], [-1.3667, -2.4600, -0.6775], [-1.4759, -1.2786, -2.3129], [-3.4068, -1.7826, -1.2187], [-2.1358, -0.0086, 0.6708], [-1.2738, 2.3400, -0.2592], [-0.8663, 1.4885, -1.8591], [0.4828, -1.3144, 0.0323], [0.2004, 0.0612, 1.2599], [2.3450, 2.3241, 2.0584], [2.9068, -2.3138, 0.7145], [0.4491, 0.9320, -0.5210], [1.1104, 2.0504, 0.3182]], "forces_ev_per_a": [[0.542, -2.992, 1.225], [2.027, 0.590, 0.404], [1.377, 1.599, 0.175], [-3.633, 2.791, -3.050], [-2.627, 2.172, -1.351], [-0.018, -0.473, 1.607], [-0.297, -1.610, -4.313], [-2.270, 3.275, -1.836], [-1.820, -0.124, 2.453], [4.690, 1.779, -0.263], [0.035, -0.481, -1.036], [0.181, -3.063, -0.971], [-1.598, -0.305, 0.081], [0.718, -0.138, 0.039], [-0.197, -0.824, 1.807], [-0.077, -2.175, -2.424], [-0.048, 4.540, 3.101], [1.096, 0.605, 2.347], [1.918, -5.165, 2.006]], "mulliken_charge": [-0.86, 0.10, -0.54, -0.86, -0.24, 0.12, -0.22, 0.17, 0.27, 0.27, 0.32, 0.26, 0.28, 0.12, 0.68, 0.29, 0.30, -0.06, -0.41]}